Computed, not measured: 10 unconnected molecules or ions with the total composition C47H94F5NO29SSi in a non-equilibrium geometry, with ωB97M-V with the def2-TZVPD basis set.

As for the multiplicity: 1. The total charge is 0. The value obtained for the total energy is -5270.9888 Ha. As for the HOMO-LUMO gap: 10.4 eV. The SMILES is CCCCCCC[Si@H](NCC)S(=O)(=O)C(F)(F)C(F)(F)F.CCOC(=O)OC.CCOC(=O)OC.CCOC(=O)OC.CCOC(=O)OC.CCOC(=O)OC.CCOC(=O)OC.CCOC(=O)OC.CCOC(=O)OC.CCOC(=O)OC.

Last column: Mulliken charge in e.
CARTESIAN COORDINATES (ANGSTROEM)
C 0.10105 0.74132 3.50040  -1.303
C 0.98196 -0.03736 2.38563  1.411
C 1.36163 -1.52533 2.84542  -0.751
C 1.08924 -2.65106 1.74700  -0.668
C -0.45645 -2.99030 1.50863  -0.296
C -1.12466 -1.94017 0.49192  -0.088
C -2.53638 -2.41688 -0.09858  -0.752
Si -3.84221 -2.36738 1.33196  0.094
N -4.35655 -4.04651 1.61728  -0.380
C -4.45618 -4.37608 3.08141  -0.275
C -5.87010 -3.91206 3.72696  -0.613
S -5.44575 -1.07532 0.54639  0.978
O -6.15049 -1.68806 -0.62636  -0.715
O -4.72497 0.18442 0.08703  -0.646
C -6.56060 -0.60977 1.96693  0.427
F -5.85563 -0.74833 3.17866  -0.203
F -7.69930 -1.43769 1.88368  -0.241
C -7.09663 0.90028 1.93132  0.483
F -7.65453 1.27741 0.72220  -0.125
F -6.12389 1.81215 2.36466  -0.230
F -8.11953 0.96496 2.91222  -0.255
H -0.80496 0.14462 3.83271  0.272
H -0.20868 1.76310 3.09504  0.304
H 0.78463 0.95950 4.39495  0.358
H 1.96272 0.56057 2.32610  0.134
H 0.51352 0.03565 1.35708  -1.061
H 0.86682 -1.73054 3.84733  0.364
H 2.49278 -1.53049 3.04228  0.271
H 1.58255 -2.46106 0.74341  0.194
H 1.56632 -3.61467 2.15672  0.335
H -1.04904 -3.14103 2.46824  0.100
H -0.47666 -4.00799 0.96874  0.330
H -1.33365 -0.96848 1.06672  -0.024
H -0.36714 -1.78326 -0.35290  0.323
H -2.50895 -3.42212 -0.62410  0.573
H -2.83172 -1.63060 -0.88265  0.292
H -3.16581 -1.75386 2.49536  -0.096
H -3.57024 -4.62549 1.27788  0.336
H -4.45487 -5.51875 3.17236  0.394
H -3.57942 -3.97779 3.70163  0.224
H -6.32855 -4.75184 4.33525  0.387
H -6.56913 -3.58052 2.89560  0.107
H -5.69235 -3.04461 4.43637  0.035
C 4.45505 -0.05751 -3.73529  -1.153
C 4.59449 0.04245 -2.22888  -0.152
O 3.79121 1.10821 -1.70427  -0.238
C 2.47572 0.85783 -1.62468  0.726
O 1.92789 -0.16857 -1.94615  -0.551
O 1.86674 1.95588 -1.15115  -0.224
C 0.44471 1.85398 -1.11533  -0.325
H 4.67358 0.90432 -4.20584  0.332
H 5.13421 -0.81234 -4.13624  0.357
H 3.43662 -0.32677 -4.02404  0.265
H 5.63084 0.27840 -1.97918  0.264
H 4.35065 -0.90256 -1.73557  0.293
H 0.12541 0.96590 -0.56757  -0.156
H 0.04657 1.84189 -2.13245  0.285
H 0.05579 2.73347 -0.60209  0.254
C -0.83620 6.27399 -4.91160  -1.149
C -1.85504 5.57837 -5.79435  -0.252
O -2.10963 4.24312 -5.34043  -0.234
C -2.89245 4.13706 -4.25512  0.597
O -3.39153 5.05106 -3.64798  -0.586
O -3.00027 2.83697 -3.94762  -0.173
C -3.72687 2.58396 -2.74429  -0.715
H 0.07558 5.67630 -4.83442  0.278
H -0.58397 7.25688 -5.31440  0.388
H -1.21507 6.40791 -3.89612  0.318
H -1.45607 5.49280 -6.80713  0.348
H -2.78717 6.14594 -5.86129  0.316
H -4.70974 3.05736 -2.76599  0.337
H -3.15151 2.93226 -1.88380  0.290
H -3.86498 1.50651 -2.65593  0.214
C -6.81140 1.54817 6.70711  -1.309
C -6.62309 0.11273 6.25453  0.584
O -5.43527 -0.45817 6.81898  -0.248
C -5.52016 -0.81532 8.10877  0.699
O -6.49207 -0.70409 8.81361  -0.560
O -4.32640 -1.29574 8.48781  -0.298
C -4.25082 -1.62086 9.87519  -0.655
H -5.91793 2.13864 6.48968  0.326
H -7.66836 2.00157 6.20502  0.358
H -6.97638 1.60721 7.78511  0.366
H -6.49601 0.09069 5.17249  -0.444
H -7.49543 -0.50364 6.48961  0.349
H -5.05282 -2.30080 10.16745  0.297
H -4.28461 -0.70755 10.47289  0.292
H -3.29614 -2.11619 10.05112  0.224
C 1.28075 1.30886 10.48733  -1.093
C 1.99620 0.73245 9.28019  -0.205
O 1.85252 1.58274 8.13660  -0.289
C 2.61653 2.68561 8.13519  0.718
O 3.39939 3.00756 8.99437  -0.559
O 2.34026 3.38202 7.02385  -0.291
C 3.01621 4.63691 6.94603  -0.625
H 0.23492 1.51786 10.24906  0.289
H 1.32188 0.61380 11.32843  0.357
H 1.72955 2.25328 10.80238  0.317
H 1.54347 -0.22504 9.01554  0.289
H 3.05295 0.54335 9.48825  0.300
H 4.09367 4.51557 7.06831  0.286
H 2.61797 5.32021 7.69928  0.304
H 2.82668 5.05951 5.95968  0.199
C -1.72357 1.45818 -6.93877  -0.927
C -0.27930 1.91195 -7.02195  -0.015
O 0.61511 0.79305 -7.08948  -0.292
C 0.68215 0.17503 -8.27693  0.651
O 0.07173 0.47928 -9.27161  -0.564
O 1.52906 -0.85944 -8.16139  -0.264
C 1.61516 -1.66672 -9.33462  -0.686
H -1.85947 0.76290 -6.10682  0.240
H -2.38785 2.31141 -6.80006  0.206
H -2.02939 0.93101 -7.84544  0.397
H -0.02219 2.46258 -6.11508  0.176
H -0.11499 2.58678 -7.86698  0.272
H 1.85540 -1.06538 -10.21305  0.305
H 0.67766 -2.20667 -9.48342  0.305
H 2.41400 -2.39254 -9.18335  0.209
C -7.48286 -0.09528 -2.83142  -0.782
C -8.84276 -0.37407 -2.22172  -0.049
O -9.87691 0.35184 -2.90039  -0.370
C -10.24627 -0.14193 -4.09020  0.736
O -9.79602 -1.12667 -4.62163  -0.549
O -11.18870 0.66459 -4.60207  -0.350
C -11.59938 0.30560 -5.92013  -0.632
H -7.28880 0.98050 -2.86148  0.289
H -6.69526 -0.58244 -2.25518  0.060
H -7.42613 -0.45625 -3.86108  0.405
H -8.85033 -0.03150 -1.18533  0.157
H -9.06876 -1.44386 -2.20951  0.331
H -11.91524 -0.73800 -5.96671  0.292
H -10.78746 0.49306 -6.62602  0.288
H -12.44670 0.93576 -6.18974  0.228
C 3.80026 3.97751 1.10345  -0.919
C 5.04862 3.11815 1.10344  0.054
O 6.22288 3.90938 1.33001  -0.367
C 6.41835 4.29799 2.59744  0.765
O 5.70698 4.03636 3.53585  -0.556
O 7.52790 5.05092 2.63805  -0.347
C 7.79443 5.61522 3.92120  -0.614
H 3.89797 4.79673 0.38686  0.316
H 2.92331 3.38131 0.84454  0.107
H 3.62824 4.43169 2.08203  0.328
H 5.16614 2.65622 0.12146  0.123
H 4.98316 2.30827 1.83567  0.294
H 7.81949 4.84627 4.69523  0.289
H 7.04414 6.37304 4.15662  0.282
H 8.77182 6.09535 3.87897  0.220
C 9.49288 -4.38970 -1.14995  -1.177
C 9.68420 -3.41933 -2.30012  -0.045
O 9.09463 -2.14707 -2.00628  -0.322
C 9.78684 -1.37131 -1.15743  0.712
O 10.84000 -1.64947 -0.64005  -0.563
O 9.08958 -0.24282 -0.96101  -0.258
C 9.66725 0.63176 0.00832  -0.675
H 8.43516 -4.46761 -0.88653  0.294
H 9.86751 -5.38057 -1.41466  0.363
H 10.01924 -4.05358 -0.25406  0.365
H 9.17454 -3.80560 -3.18499  0.165
H 10.73980 -3.30347 -2.56101  0.317
H 10.70785 0.85694 -0.23095  0.304
H 9.58899 0.18725 1.00274  0.309
H 9.10082 1.56292 -0.00149  0.212
C 6.47758 -5.92124 -6.75841  -1.173
C 6.61746 -5.82014 -5.25135  -0.119
O 5.81489 -4.75493 -4.72898  -0.293
C 4.49858 -5.00795 -4.65077  0.639
O 3.95336 -6.03489 -4.97114  -0.566
O 3.89068 -3.91010 -4.18040  -0.160
C 2.46682 -4.00770 -4.14410  -0.529
H 6.69731 -4.95970 -7.22883  0.300
H 7.15640 -6.67670 -7.15914  0.378
H 5.45900 -6.19006 -7.04617  0.314
H 7.65356 -5.58421 -5.00038  0.220
H 6.37299 -6.76468 -4.75750  0.339
H 2.14398 -4.89357 -3.59435  0.317
H 2.06955 -4.02042 -5.16121  0.306
H 2.08411 -3.12428 -3.63259  0.046